--- A ---
{
  "formula": "C4H14NO2",
  "method": "the ωB97M-V functional and the def2-TZVPD basis",
  "symbols": ["O", "C", "C", "N", "C", "C", "H", "H", "H", "H", "H", "H", "H", "H", "H", "H", "H", "H", "H", "H", "O"],
  "positions_angstrom": [[-0.212, 0.255, -2.006], [-0.045, 1.353, -1.125], [0.010, 0.843, 0.334], [0.315, -0.623, 0.387], [-0.139, -1.271, 1.663], [0.962, 1.666, 1.155], [-0.074, 0.517, -2.923], [-0.833, 2.100, -1.220], [0.900, 1.823, -1.391], [-1.012, 0.973, 0.674], [0.013, -1.203, -0.384], [1.339, -0.636, 0.387], [0.437, -0.933, 2.518], [-0.143, -2.344, 1.530], [-1.111, -0.865, 1.877], [0.594, 2.667, 1.295], [1.028, 1.264, 2.174], [1.981, 1.623, 0.782], [-1.108, -1.853, -2.446], [-1.810, -2.993, -1.650], [-1.093, -2.363, -1.630]],
  "mulliken_charge": [-0.51, -0.62, 0.19, -0.05, -0.85, -1.48, 0.31, 0.33, 0.38, 0.30, 0.34, 0.40, 0.34, 0.35, 0.36, 0.41, 0.40, 0.45, 0.30, 0.30, -0.64],
  "multiplicity": 1,
  "total_charge": 1,
  "homo_lumo_gap_ev": 12.0
}

---

--- B ---
{
  "formula": "C4H14NO2",
  "method": "the ωB97M-V functional and the def2-TZVPD basis",
  "symbols": ["C", "O", "C", "C", "C", "N", "H", "H", "H", "H", "H", "H", "H", "H", "H", "H", "H", "H", "H", "H", "O"],
  "positions_angstrom": [[-1.492, 0.590, 0.679], [-1.557, 1.867, 0.065], [-0.410, -0.230, -0.028], [0.318, -1.295, 0.786], [0.963, -0.776, 2.061], [0.610, 0.692, -0.654], [-2.428, 0.070, 0.503], [-1.280, 0.668, 1.746], [-1.797, 2.536, 0.719], [-0.797, -0.737, -0.907], [1.046, -1.799, 0.148], [-0.406, -2.077, 1.051], [1.609, -1.539, 2.493], [0.310, -0.475, 2.888], [1.617, 0.097, 1.896], [1.535, 0.705, -0.238], [0.643, 0.618, -1.673], [0.212, 1.650, -0.524], [-0.212, 0.196, -3.904], [1.074, -0.619, -3.830], [0.441, -0.144, -3.278]],
  "mulliken_charge": [-0.44, -0.57, 0.15, -0.67, -1.13, -0.27, 0.29, 0.36, 0.33, 0.19, 0.39, 0.35, 0.36, 0.34, 0.29, 0.38, 0.29, 0.40, 0.30, 0.29, -0.63],
  "multiplicity": 1,
  "total_charge": 1,
  "homo_lumo_gap_ev": 12.2
}

---

--- C ---
{
  "formula": "C4H14NO2",
  "method": "the ωB97M-V functional and the def2-TZVPD basis",
  "symbols": ["O", "C", "C", "N", "C", "C", "H", "H", "H", "H", "H", "H", "H", "H", "H", "H", "H", "H", "H", "H", "O"],
  "positions_angstrom": [[1.949, 1.365, -1.059], [1.299, 1.619, 0.200], [0.458, 0.288, 0.524], [-0.438, 0.196, -0.631], [-1.650, -0.630, -0.315], [-0.338, 0.430, 1.864], [2.707, 2.005, -1.019], [2.016, 1.804, 1.054], [0.662, 2.535, 0.119], [1.065, -0.586, 0.471], [0.205, -0.255, -1.396], [-0.824, 1.131, -0.939], [-2.077, -1.029, -1.253], [-1.286, -1.532, 0.168], [-2.267, -0.176, 0.445], [0.357, 0.761, 2.663], [-0.986, -0.371, 2.284], [-0.945, 1.400, 1.820], [-0.648, -3.340, -1.621], [0.808, -2.971, -1.867], [-0.067, -2.642, -1.511]],
  "mulliken_charge": [-0.49, -0.65, 0.24, -0.17, -1.15, -1.41, 0.34, 0.41, 0.35, 0.27, 0.44, 0.42, 0.37, 0.46, 0.42, 0.38, 0.37, 0.41, 0.28, 0.30, -0.56],
  "multiplicity": 1,
  "total_charge": 1,
  "homo_lumo_gap_ev": 12.0
}

---

Quick one: most stable of them? B